No. 1
Here is an isolated ion of composition C3H5O5S2 and charge -1 at a distorted geometry from the Open Molecules 2025 dataset. Energies are from ωB97M-V/def2-TZVPD.

Values from the calculation:
Relative energy (zero: lowest compared OMol25 entry of this formula, charge and spin): 94.94 kcal/mol
Total energy: -1289.76067 a.u.
Gap between HOMO and LUMO (alpha / beta): 7.7 / 7.7 eV
HOMO (alpha / beta): -0.1696 / -0.1711 Eh
Molar mass: 185.2 g mol⁻¹

The geometry in ORCA input format:
```
! wB97M-V def2-TZVPD RIJCOSX def2/J DEFGRID3
* xyz -1 1
C -0.62 2.56 0.23
C -0.83 0.75 -0.08
C 0.36 -1.93 -0.40
O -2.41 -1.19 0.68
O -1.75 -0.76 -1.67
O 1.06 0.25 -1.91
O 1.62 0.14 0.46
O 1.56 -2.43 0.08
S -2.36 -0.20 -0.43
S 0.62 -0.11 -0.58
H 0.34 2.93 -0.02
H -1.53 3.09 0.36
H 0.12 -2.35 -1.37
H -0.46 -2.07 0.31
H 1.98 -1.66 0.51
*
```

Charges in e, computed with natural (NBO), in the same order as the atoms: number 1, C, carries -0.312; number 2, C, carries -0.538; number 3, C, carries -0.279; number 4, O, carries -1.030; number 5, O, carries -1.017; number 6, O, carries -0.944; number 7, O, carries -1.004; number 8, O, carries -0.737; number 9, S, carries 1.516; number 10, S, carries 2.045; number 11, H, carries 0.185; number 12, H, carries 0.176; number 13, H, carries 0.214; number 14, H, carries 0.230; number 15, H, carries 0.494

***

No. 2
Here is an isolated ion of composition C4H9O2 and charge -1 at a distorted geometry from the Open Molecules 2025 dataset. Energies are from ωB97M-V/def2-TZVPD.

Values from the calculation:
Relative energy (zero: lowest compared OMol25 entry of this formula, charge and spin): 52.85 kcal/mol
Total energy: -308.26066 a.u.
SMILES: CCCOC[O-]
Gap between HOMO and LUMO: 7.7 eV
HOMO: -0.1176 Eh
Molar mass: 89.1 g mol⁻¹

The geometry in ORCA input format:
```
! wB97M-V def2-TZVPD RIJCOSX def2/J DEFGRID3
* xyz -1 1
C 1.03 -0.59 -1.36
C -0.44 -0.50 -0.97
C -0.78 0.84 -0.24
O 0.25 1.16 0.67
C 0.05 0.23 2.08
O -0.08 -1.03 1.82
H 1.26 -1.51 -1.92
H 1.66 -0.56 -0.47
H 1.38 0.31 -1.98
H -1.18 -0.71 -1.84
H -0.58 -1.33 -0.19
H -0.90 1.65 -0.95
H -1.78 0.76 0.26
H 0.97 0.53 2.61
H -0.86 0.77 2.47
*
```

Charges in e, computed with natural (NBO), in the same order as the atoms: number 1, C, carries -0.608; number 2, C, carries -0.449; number 3, C, carries -0.053; number 4, O, carries -0.703; number 5, C, carries 0.274; number 6, O, carries -0.867; number 7, H, carries 0.178; number 8, H, carries 0.235; number 9, H, carries 0.170; number 10, H, carries 0.153; number 11, H, carries 0.263; number 12, H, carries 0.135; number 13, H, carries 0.133; number 14, H, carries 0.079; number 15, H, carries 0.061

***

No. 3
Here is one molecule with the formula C10H14Si at a distorted geometry from the Open Molecules 2025 dataset. Energies are from ωB97M-V/def2-TZVPD.

Values from the calculation:
Relative energy (zero: lowest compared OMol25 entry of this formula, charge and spin): 26.81 kcal/mol
Total energy: -678.92346 a.u.
SMILES: C=C[Si](C)(C)c1ccccc1
Gap between HOMO and LUMO: 10.1 eV
HOMO: -0.3372 Eh
Molar mass: 162.3 g mol⁻¹

The geometry in ORCA input format:
```
! wB97M-V def2-TZVPD RIJCOSX def2/J DEFGRID3
* xyz 0 1
C 1.30 -2.95 -0.37
C 1.13 -1.65 -0.55
Si -0.50 -0.85 -0.14
C -1.60 -1.23 -1.59
C -1.07 -1.73 1.44
C -0.11 0.92 0.13
C -0.22 1.79 -0.92
C 0.22 3.08 -0.77
C 0.79 3.47 0.43
C 1.00 2.56 1.44
C 0.59 1.25 1.28
H 2.12 -3.46 -0.77
H 0.61 -3.57 0.18
H 1.80 -1.02 -1.15
H -1.40 -0.59 -2.45
H -1.35 -2.28 -1.82
H -2.63 -1.18 -1.20
H -1.37 -2.78 1.34
H -1.87 -1.14 1.87
H -0.21 -1.74 2.10
H -0.64 1.44 -1.86
H 0.09 3.80 -1.54
H 1.07 4.48 0.53
H 1.49 2.85 2.34
H 0.75 0.52 2.05
*
```

Charges in e, computed with natural (NBO), in the same order as the atoms: number 1, C, carries -0.363; number 2, C, carries -0.630; number 3, Si, carries 1.609; number 4, C, carries -1.113; number 5, C, carries -1.107; number 6, C, carries -0.409; number 7, C, carries -0.225; number 8, C, carries -0.204; number 9, C, carries -0.207; number 10, C, carries -0.205; number 11, C, carries -0.213; number 12, H, carries 0.184; number 13, H, carries 0.183; number 14, H, carries 0.213; number 15, H, carries 0.239; number 16, H, carries 0.248; number 17, H, carries 0.238; number 18, H, carries 0.242; number 19, H, carries 0.236; number 20, H, carries 0.238; number 21, H, carries 0.208; number 22, H, carries 0.209; number 23, H, carries 0.209; number 24, H, carries 0.210; number 25, H, carries 0.211

***

No. 4
Here is a 3-piece molecular cluster, C5H15NO2 overall at a distorted geometry from the Open Molecules 2025 dataset. Energies are from ωB97M-V/def2-TZVPD.

Values from the calculation:
Relative energy (zero: lowest compared OMol25 entry of this formula, charge and spin): 55.91 kcal/mol
Total energy: -404.66597 a.u.
SMILES: C[C@@H]1CCCN1.O.O
Gap between HOMO and LUMO: 9.2 eV
HOMO: -0.3198 Eh
Molar mass: 121.2 g mol⁻¹

The geometry in ORCA input format:
```
! wB97M-V def2-TZVPD RIJCOSX def2/J DEFGRID3
* xyz 0 1
C 0.28 -1.76 -1.17
C -0.18 -0.91 -0.09
C -1.69 -0.54 0.04
C -1.73 0.91 0.39
C -0.31 1.47 0.58
N 0.51 0.38 -0.21
H 1.08 -2.44 -0.76
H 0.39 -1.34 -2.13
H -0.59 -2.39 -1.63
H 0.08 -1.33 0.99
H -2.27 -0.89 -0.77
H -2.04 -1.24 0.93
H -2.34 1.58 -0.23
H -2.19 1.00 1.44
H 0.00 1.30 1.66
H -0.01 2.50 0.19
H 1.40 0.21 0.20
O -0.14 1.73 -2.61
H 0.57 2.18 -2.14
H -0.23 0.88 -2.22
O 2.88 -0.43 2.32
H 3.41 -1.20 2.50
H 3.14 0.36 2.70
*
```

Charges in e, computed with natural (NBO), in the same order as the atoms: number 1, C, carries -0.638; number 2, C, carries -0.059; number 3, C, carries -0.415; number 4, C, carries -0.446; number 5, C, carries -0.225; number 6, N, carries -0.663; number 7, H, carries 0.226; number 8, H, carries 0.231; number 9, H, carries 0.208; number 10, H, carries 0.161; number 11, H, carries 0.216; number 12, H, carries 0.206; number 13, H, carries 0.232; number 14, H, carries 0.210; number 15, H, carries 0.176; number 16, H, carries 0.212; number 17, H, carries 0.372; number 18, O, carries -0.952; number 19, H, carries 0.469; number 20, H, carries 0.479; number 21, O, carries -0.960; number 22, H, carries 0.485; number 23, H, carries 0.477